1.
Density functional theory data (ωB97M-V/def2-TZVPD) for a molecular structure, C2.

```
2
Properties=species:S:1:pos:R:3
C -0.01369 0.19430 -0.95013
C 0.01369 -0.19430 0.95013
```

## Properties
Total charge = 0
Energy above the lowest of the compared OMol25 structures with the same formula, charge and spin = 3.343 eV
Frontier orbital gap = 6.5 eV
Lowest unoccupied orbital energy = -2.87 eV
Multiplicity = 1

***

2.
Density functional theory data (ωB97M-V/def2-TZVPD) for a molecular structure, C4H5MgNaO2.

```
13
Properties=species:S:1:pos:R:3
Mg 4.56909 0.28683 -1.47234
Na -4.14917 2.63958 1.60484
O -2.36774 1.01714 0.74048
O 2.79084 -0.17021 -0.78431
C -1.45001 0.90035 -0.06961
C 2.10662 -0.44647 0.15202
C -0.88620 -0.39530 -0.42689
C 0.91001 -1.01204 0.53838
H 0.90628 -2.09211 0.33862
H -1.01441 1.80334 -0.53705
H 0.69979 -0.85791 1.60382
H -0.56618 -0.43386 -1.47565
H -1.54892 -1.23933 -0.21232
```

## Properties
Total charge = +3
Frontier orbital gap (spin up / spin down) = 4.3 / 5.4 eV
⟨S²⟩ = 0.785
Lowest unoccupied orbital energy (spin up / spin down) = -14.62 / -14.80 eV
Multiplicity = 2

***

3.
Density functional theory data (ωB97M-V/def2-TZVPD) for 7 unconnected molecules or ions with the total composition C16H50N5O4.

```
75
Properties=species:S:1:pos:R:3
O -1.82472 -3.90689 1.88441
O 2.46735 -2.56319 -4.20255
O 1.61848 -5.85507 -4.90391
O -0.13850 -6.30606 3.50245
N 2.50875 2.04407 3.37363
N -2.72567 -6.08916 -2.82236
N -2.78663 3.22121 -2.33208
N 0.17138 0.21605 -0.57502
N 2.25858 -5.60588 -0.47251
C -0.87064 -5.23989 4.02396
C 1.90228 -3.18751 -5.37159
C 1.38508 1.85068 4.44258
C -3.12265 5.50158 -1.31143
C -2.28138 2.79570 -3.64878
C 3.82611 0.13018 4.03079
C -1.99970 -4.52952 3.19988
C -4.16109 2.47879 -0.27711
C -3.79483 2.28838 -1.80299
C 3.91435 1.61592 3.69483
C 1.48484 2.49825 5.83065
C -3.44895 4.52060 -2.49550
C 2.62547 3.54626 3.04634
C 2.07409 -4.77143 -5.77627
C -0.83548 3.40915 -3.94150
C 3.55444 4.02197 1.99443
H 4.57662 1.75075 2.83966
H -3.21575 -5.61083 -3.56473
H 0.88828 -2.79658 -5.45570
H -2.13907 1.71587 -3.69144
H 0.63778 2.10792 6.39477
H -0.45903 -0.49536 -0.23356
H 1.82781 -5.79583 0.42105
H -2.60523 -5.45245 -2.04763
H 4.41703 2.23364 4.43902
H 3.48704 5.09399 1.80914
H 0.48344 2.27750 4.00329
H 0.81154 0.46948 0.16395
H -2.95865 5.01560 -3.33377
H 3.23795 -5.85238 -0.45966
H 1.85174 -6.22151 -1.16213
H 2.34976 2.19414 6.42016
H -0.20087 -4.43357 4.32286
H 1.17088 0.78914 4.56639
H -3.35036 1.30696 -1.96837
H -4.51968 3.47610 -0.02236
H -2.85366 3.13688 -4.51143
H 1.38353 3.58288 5.79271
H 2.91011 4.03918 3.97591
H 2.30969 -4.66654 -0.84013
H -4.51326 4.45542 -2.72151
H -0.10697 3.25156 -3.14618
H -5.06546 1.91248 -0.05462
H 1.68779 -4.90885 -6.78623
H 0.59609 -0.14225 -1.41842
H -3.58919 5.22182 -0.36688
H 2.37213 -2.52277 -6.09647
H -0.32789 1.02365 -0.91939
H -2.05239 5.69894 -1.25071
H -0.44417 2.97511 -4.86159
H -3.34905 -6.79105 -2.44975
H -3.37505 2.12227 0.38858
H 4.60697 3.75006 2.07428
H 1.58019 3.74897 2.81312
H 3.15340 -4.86714 -5.89467
H -2.81424 -5.23375 3.03051
H -1.36764 -5.70328 4.87624
H 4.82127 -0.29298 4.16746
H 3.29173 0.07873 4.97941
H 3.38893 -0.44697 3.21599
H -2.47636 -3.70217 3.72562
H -0.89241 4.48475 -4.10862
H -4.70963 2.32848 -2.39429
H -1.88658 -6.43641 -3.26444
H -3.62238 6.44708 -1.52212
H 3.25232 3.59915 1.03629
```

## Properties
Total charge = -1
Energy above the lowest of the compared OMol25 structures with the same formula, charge and spin = 12.240 eV
Frontier orbital gap = 2.5 eV
Lowest unoccupied orbital energy = 0.80 eV
Multiplicity = 1

***

4.
Density functional theory data (ωB97M-V/def2-TZVPD) for 12 unconnected molecules or ions with the total composition C22H68O16.

```
106
Properties=species:S:1:pos:R:3
O 1.96796 -4.89964 0.66387
O -2.41395 5.12322 0.40805
O -5.04601 -0.46682 2.94311
O -0.35549 -3.63928 -6.47694
O 1.23372 -3.35932 2.95979
O -0.72539 0.42900 4.24225
O 3.03022 1.95141 -4.61265
O 0.17537 2.35217 6.54548
O 3.39037 1.11725 2.23255
O -6.64266 2.35741 -0.83259
O 6.16669 0.93327 3.08436
O 0.41017 -2.04192 -4.15208
O -4.41116 -3.93764 -2.45487
O 2.26182 -0.85376 -2.34332
O 1.08325 5.09969 1.88347
O 1.52659 0.16343 0.17817
C -3.03852 0.10926 1.77909
C 4.27660 0.02699 1.93527
C 2.28532 0.89856 -4.03351
C 1.96108 4.26016 1.11557
C -5.98135 1.12594 -1.15984
C -4.54649 1.40453 -1.56133
C -2.54623 -2.31816 -2.30168
C 0.27656 0.84929 0.08012
C -3.75535 0.13372 3.10682
C -3.07164 -3.71965 -2.00363
C 3.04390 0.14020 -2.94144
C -2.01043 3.80538 0.71216
C 0.12660 1.57288 4.20336
C 0.32640 -4.11353 -5.33736
C 1.16530 -1.99212 2.56867
C 3.38083 4.83102 1.08881
C 1.99802 -4.27471 -0.62914
C 5.68406 0.53950 1.80667
C -0.25118 2.63572 5.21704
C 0.60960 -3.74485 -0.98539
C 1.21939 -3.08724 -4.68059
C -0.65365 0.07164 -0.81652
H -2.15410 0.74274 1.87338
H -7.35910 2.50125 -1.44786
H -0.67145 0.02219 5.11213
H 1.78922 -3.64268 -3.92428
H 3.99822 -0.26803 -3.29814
H -2.47637 -4.50336 -2.47635
H 1.87521 3.25463 1.53559
H 1.90256 -2.60157 -5.39026
H -1.48170 -2.33380 -2.06489
H -2.63754 3.32621 1.47063
H 2.72582 -3.46698 -0.58525
H 4.22853 -0.71449 2.73692
H -6.06645 0.37905 -0.36867
H -2.70633 -2.07824 -3.34790
H 0.03714 2.04901 3.22172
H -0.75728 -0.95656 -0.47031
H 0.83160 -5.05456 -5.56101
H -0.19513 0.92127 1.06683
H 2.30621 -5.01039 -1.37633
H -0.09404 -4.55425 -1.18757
H 3.85711 4.59058 2.04000
H -3.62016 0.56844 0.98011
H -0.38940 -4.43126 -4.55927
H 3.35015 5.90317 0.93042
H 1.30502 -1.35584 3.43600
H 1.58889 -5.78002 0.62775
H 1.01020 -1.48075 -3.62533
H -4.50756 1.85237 -2.55724
H -5.47062 -0.58924 3.79489
H -2.74060 -0.90909 1.53522
H -2.99808 -1.62918 -1.58720
H -3.20321 -0.38187 3.89342
H 0.71016 5.73945 1.26914
H 1.96625 0.21088 -4.82319
H 0.25591 3.55706 4.93023
H 0.22088 -1.77456 2.05695
H 1.64909 -3.85467 2.24340
H -6.51235 0.74927 -2.04153
H -0.30233 0.05905 -1.84994
H 0.14397 -3.14577 -0.20132
H 5.69844 1.39000 1.11898
H 0.43055 1.88299 -0.24612
H 1.16138 1.21854 4.22500
H 3.34986 0.92121 -2.22855
H 1.91733 -1.86438 1.78374
H -3.91520 1.15919 3.46037
H -1.66521 0.47822 -0.79021
H -0.96704 3.67625 1.00530
H -5.01577 -3.37457 -1.96354
H 3.93171 4.28244 0.32046
H 1.56828 4.15658 0.09448
H -4.05583 2.13310 -0.91348
H -1.32715 2.81561 5.20906
H -0.58926 -2.71904 -6.30933
H 6.33699 -0.21248 1.35164
H 3.75989 1.58942 -5.12436
H 2.04322 0.61698 0.86221
H -0.08448 1.46529 6.80855
H -2.06053 3.18571 -0.19916
H 1.91324 -0.59615 -1.47435
H -3.37363 5.10636 0.35301
H -3.08592 -3.96450 -0.93201
H 3.91610 -0.46024 1.03241
H 3.51391 1.34039 3.16137
H 0.71889 -3.10284 -1.86692
H 6.81502 1.62581 2.93243
H -3.93339 0.50268 -1.59721
H 1.43997 1.35496 -3.51650
```

## Properties
SMILES = OCCO.OCCO.OCCO.OCCO.CCO.CCO.CCO.CCO.CCO.CCO.CO.CO
Total charge = 0
Frontier orbital gap = 10.0 eV
Lowest unoccupied orbital energy = 0.32 eV
Multiplicity = 1

***

5.
Density functional theory data (ωB97M-V/def2-TZVPD) for a molecular structure, C46H69BaBrClGeN6O3P3.

```
131
Properties=species:S:1:pos:R:3
Ba 0.84422 0.08757 0.80236
Br -2.13130 2.22635 -0.77656
Ge 1.61478 -2.08148 -2.06111
Cl 0.34096 3.17117 4.91649
P 3.26775 1.04698 -0.75872
P 1.21739 -2.75430 1.66452
P -0.86789 -0.43617 -3.20111
O 1.34314 0.56878 2.98121
O 0.70298 2.24635 1.69140
O -3.22644 6.40777 2.06336
N 1.55694 -4.05964 -0.72896
N 3.50395 -1.32929 -2.27170
N -1.72973 -0.67353 1.31179
N 1.12089 -2.23215 -3.95112
N 3.02315 -3.77894 -2.89622
N -2.71899 2.31487 1.90347
C -2.54896 3.10420 0.86181
C 4.28360 -3.45590 -6.40264
C 6.02622 1.73468 -0.30581
C 6.27880 -4.22269 -1.10617
C 4.46448 1.69585 1.65361
C -1.80923 -2.61065 -1.73548
C 3.98904 3.12875 -2.65268
C -2.72038 4.46891 0.84739
C -1.99423 0.42199 -5.75447
C 1.18843 1.79606 2.75379
C 2.12552 -2.39336 -6.20026
C -2.31730 -1.49124 -2.64894
C 1.10446 -4.78049 3.75300
C -3.23203 -2.05694 -3.73088
C 5.07902 -4.55583 -1.72382
C 3.20443 -2.79554 -6.97116
C 0.89332 -6.36096 -1.29431
C 3.08027 -2.84882 1.73058
C 0.80429 -4.13939 0.49783
C 2.09364 -2.65556 -4.82409
C -3.08053 2.90797 3.03997
C 4.80316 1.05510 0.30518
C -3.07724 5.07429 2.05103
C 1.66992 3.06940 -1.69096
C 1.58201 -5.14265 -1.51925
C 3.15912 -3.39392 -4.28579
C 0.01632 -1.45729 -4.48241
C -3.27167 4.26930 3.16689
C -1.71810 0.82399 -4.30468
C 2.35400 -5.02348 -2.71075
C 5.74325 -1.87901 -1.34752
C 1.68366 2.76843 3.82831
C 3.59410 -2.07557 2.94997
C 4.22038 -3.55751 -2.13510
C 3.73615 -4.22492 1.63163
C -0.88870 2.11350 -4.28387
C 4.49947 -2.19380 -1.90928
C 3.15412 2.79452 -1.41458
C 4.25147 -3.75846 -5.04938
C 0.48238 -3.48855 3.22112
C 1.69590 -7.23188 -3.38737
C 6.61283 -2.88500 -0.95039
C 0.96325 -7.38360 -2.20833
C 0.40760 -2.44762 4.34206
C 2.37739 -6.04862 -3.63712
C 3.70837 0.09653 -2.31233
H 3.20109 -2.58752 -8.03339
H -0.69294 -2.10084 -5.01554
H -2.68998 -2.70271 -4.42355
H -3.23040 2.25710 3.89282
H -2.06375 -1.62364 1.44409
H 1.16321 -5.56691 3.00118
H 7.56594 -2.61720 -0.51191
H 1.38444 -2.29961 4.80154
H -0.27825 -4.09726 0.31449
H 4.72291 0.34347 -2.63697
H 2.10360 -4.59782 4.14613
H 1.27378 2.33527 -2.39894
H 1.01610 -5.08751 0.99805
H 6.96254 -4.99802 -0.78888
H 0.43971 -8.31041 -2.01452
H -0.27354 -2.79133 5.12278
H -2.64874 -3.17020 -1.31566
H 5.06661 -4.30126 -4.58573
H -1.36566 2.88467 -4.89258
H -2.65906 1.15942 -6.20840
H -2.66838 1.02432 -3.79746
H 5.13105 -3.75134 -7.00555
H 4.81837 -4.09519 1.56371
H 6.27053 1.33918 -1.29241
H -3.46578 6.71844 2.94296
H 5.33633 1.68324 2.31027
H 3.41970 -4.75590 0.73561
H -0.78853 2.49920 -3.26963
H 6.89452 1.58018 0.33831
H 0.29534 -6.49191 -0.40345
H 3.36380 -2.29777 0.81879
H -1.21003 -2.20257 -0.91738
H 3.52719 -4.84138 2.50418
H 0.49184 -5.16121 4.57285
H -2.38435 -0.21867 0.68186
H -0.54523 -3.71001 2.90178
H 3.47745 3.43693 -0.58944
H 3.02155 -1.16287 3.12982
H 2.94509 -5.93945 -4.55026
H 6.04166 -0.84687 -1.23396
H 1.53359 4.06204 -2.12467
H 0.05232 -1.48075 3.98286
H 2.04008 3.69246 3.38272
H -2.90023 -0.78535 -2.04367
H -2.59502 5.06176 -0.04635
H 3.52745 -2.69482 3.84547
H -2.47023 -0.55209 -5.84543
H -1.84489 -0.19321 2.20038
H 0.39015 -0.71632 -5.20102
H -3.72461 -1.26684 -4.29435
H -1.18290 -3.30972 -2.29838
H -3.55427 4.69516 4.12131
H 4.82856 -5.59473 -1.90683
H 5.04720 2.90851 -2.52503
H 4.16458 2.73912 1.52314
H 5.87068 2.81048 -0.39495
H 1.30328 -1.87835 -6.67721
H 3.62847 2.59425 -3.53209
H 1.08694 3.01679 -0.76936
H 1.73362 -8.03745 -4.10751
H -4.01226 -2.66236 -3.26395
H 2.45506 2.29686 4.42942
H 3.01289 0.49831 -3.05845
H 5.02944 -0.00226 0.47748
H 4.64317 -1.80454 2.81627
H 3.65882 1.16553 2.16230
H 0.11021 1.93690 -4.69207
H -1.07455 0.40838 -6.34093
H 3.89658 4.19672 -2.86006
```

## Properties
Total charge = +1
Energy above the lowest of the compared OMol25 structures with the same formula, charge and spin = 2.170 eV
Frontier orbital gap (spin up / spin down) = 7.3 / 4.8 eV
⟨S²⟩ = 0.787
Lowest unoccupied orbital energy (spin up / spin down) = -1.72 / -4.26 eV
Multiplicity = 2

***

Q: What is the formula in the second record?
A: C4H5MgNaO2

***

Q: Which of these has the highest total charge?
A: C4H5MgNaO2

***

Q: total charge of number 5 (C46H69BaBrClGeN6O3P3)?
A: +1